118
Properties=species:S:1:pos:R:3:forces:R:3:mulliken_charge:R:1 method="wB97M-V/def2-TZVPD" total_energy_ha=-4772.1647 fmax_ev_per_a=1.18 e_homo_ev=-7.42 homo_lumo_gap_ev=9.8 total_charge=-1
As -1.5702 -7.9403 0.6058 -0.985 -0.077 -0.109 2.255
F -3.2634 -7.6644 0.9109 0.209 -0.037 0.085 -0.370
F -1.9496 -7.8241 -1.0975 0.206 0.010 0.164 -0.327
F 0.1191 -8.1794 0.2494 -0.543 -0.021 0.253 0.260
F -1.3813 -8.2272 2.3138 0.425 0.827 -0.355 -0.262
F -1.8064 -9.6685 0.5208 0.078 -0.164 -0.452 -0.545
F -1.2849 -6.2407 0.6462 0.151 -0.164 0.362 -0.401
O -1.0964 -9.1928 -3.2444 -0.023 -0.181 -0.397 -0.720
H -1.5767 -9.9001 -3.6839 0.044 -0.013 -0.041 0.231
H -1.7387 -8.7656 -2.6689 0.096 0.125 0.282 0.184
O -5.8150 -8.8831 1.1323 0.042 0.099 0.150 -0.831
H -5.0668 -8.2765 1.0820 -0.135 0.108 -0.032 0.301
H -5.3498 -9.7097 1.3421 -0.073 -0.078 -0.306 0.376
O 0.9983 -10.8546 1.6328 -0.225 -0.225 0.206 -0.657
H 0.3486 -10.4650 1.0360 0.102 0.035 -0.077 0.163
H 1.7081 -11.1536 1.0541 0.050 0.366 -0.059 0.284
O 0.0453 -9.6440 4.2172 -0.001 0.260 -0.115 -0.716
H -0.5766 -8.9735 3.9041 0.089 -0.172 0.203 0.002
H 0.5034 -9.8840 3.3979 0.101 -0.300 0.054 0.318
O 2.4502 -9.2626 -0.4673 0.118 -0.540 -0.404 -0.698
H 2.2555 -9.1908 -1.4168 0.005 0.062 0.045 0.433
H 1.9787 -8.5170 -0.0805 0.615 -0.664 -0.218 -0.052
C 0.8943 -6.3252 -2.7465 -0.387 -0.027 -0.221 -0.678
C 1.7870 -7.2180 -3.5928 0.316 -0.579 0.693 0.539
C 3.2500 -6.8820 -3.3770 -0.027 0.348 -0.385 -1.398
O 1.6238 -8.5831 -3.1735 -0.069 0.153 -0.280 -0.585
H -0.1636 -6.5184 -2.9423 0.029 0.013 -0.094 0.253
H 1.0850 -5.2666 -2.9327 0.033 0.000 0.051 0.381
H 1.0470 -6.5540 -1.6919 0.202 0.140 0.032 -0.077
H 1.5555 -7.1479 -4.6609 -0.141 0.118 0.002 0.228
H 3.9052 -7.5444 -3.9435 -0.070 -0.110 0.049 0.367
H 3.5132 -6.9324 -2.3207 -0.037 -0.019 0.047 0.200
H 3.4160 -5.8661 -3.7486 0.137 0.007 0.147 0.412
H 0.6747 -8.7972 -3.2073 0.045 -0.073 0.015 0.377
C -2.7150 -12.5239 -2.8528 -0.058 -0.135 -0.590 -1.513
C -3.9767 -11.9384 -2.2325 0.258 -0.242 0.275 1.200
C -4.2307 -10.5148 -2.6940 0.195 -0.411 0.315 -0.567
O -5.1292 -12.7149 -2.5824 0.058 0.004 -0.343 -0.590
H -1.7997 -11.9916 -2.5894 -0.119 0.124 0.225 0.298
H -2.8081 -12.4908 -3.9454 0.008 -0.009 0.030 0.378
H -2.5648 -13.5738 -2.5850 -0.058 0.037 0.148 0.419
H -3.8763 -11.9914 -1.1433 -0.028 0.309 0.000 -0.276
H -4.1345 -10.4580 -3.7805 -0.197 0.063 -0.028 0.473
H -3.4879 -9.8607 -2.2395 -0.119 0.118 0.091 -0.545
H -5.2226 -10.2083 -2.3715 0.003 0.187 -0.096 0.349
H -4.8696 -13.6403 -2.5958 -0.041 -0.031 0.071 0.334
C 2.0475 -2.5460 -1.4137 -0.100 -0.259 -0.128 -1.224
C 1.5936 -2.4480 0.0381 0.759 0.160 -0.267 0.240
C 0.5654 -3.4863 0.4274 -0.398 0.122 0.200 0.076
O 2.7508 -2.5523 0.8819 -0.003 0.136 0.118 -0.613
H 2.4956 -3.5330 -1.5741 -0.036 0.008 -0.070 0.133
H 2.7973 -1.7933 -1.6559 0.020 0.050 0.144 0.356
H 1.2260 -2.4374 -2.1257 -0.074 -0.034 0.112 0.391
H 1.2585 -1.4257 0.2290 -0.325 -0.112 0.015 0.329
H 1.0034 -4.4830 0.4704 0.110 0.003 -0.124 -0.528
H -0.2903 -3.5273 -0.2501 0.077 0.098 -0.114 0.452
H 0.1756 -3.2548 1.4208 0.048 -0.097 0.034 0.060
H 3.2563 -3.3282 0.6161 -0.112 -0.111 -0.010 0.355
C -4.0211 -5.8278 -2.5272 -0.024 0.020 -0.284 -1.418
C -5.0950 -6.2509 -1.5502 0.242 0.728 0.631 1.725
C -5.6884 -5.0005 -0.8781 -0.587 -0.171 -0.307 -1.329
O -6.1389 -6.9212 -2.2418 0.158 -0.114 -0.235 -0.650
H -3.5094 -6.6541 -3.0205 -0.153 -0.139 0.077 0.179
H -3.2606 -5.2456 -2.0045 -0.015 0.015 0.028 0.268
H -4.4788 -5.1983 -3.2957 0.081 0.005 -0.022 0.499
H -4.6476 -6.8885 -0.7843 -0.114 -0.175 -0.091 -0.610
H -5.9287 -4.2808 -1.6660 -0.022 0.064 0.080 0.373
H -5.0911 -4.5002 -0.1190 0.309 -0.189 -0.092 0.205
H -6.6362 -5.2838 -0.4103 0.049 0.073 0.119 0.370
H -6.7832 -7.2023 -1.5843 0.045 -0.145 0.012 0.387
C -0.9041 -6.0787 4.8431 0.844 0.260 0.259 -1.035
C -2.1950 -6.6909 5.3557 -0.685 0.607 -0.700 1.574
C -2.0426 -7.7560 6.4191 -0.285 -0.115 0.160 -1.644
O -3.0863 -5.6704 5.8355 0.330 -0.337 0.219 -0.662
H -1.0292 -5.0793 4.4171 -0.395 -0.133 -0.168 0.325
H -0.4366 -6.7005 4.0773 -0.022 -0.037 0.086 0.008
H -0.1577 -5.9105 5.6291 -0.149 -0.263 0.134 0.428
H -2.7039 -7.1445 4.4923 0.197 -0.106 -0.026 -0.425
H -2.8282 -8.5014 6.2865 0.096 -0.118 0.050 0.315
H -2.1958 -7.3384 7.4164 0.236 0.182 -0.057 0.455
H -1.0736 -8.2493 6.3664 0.004 -0.053 -0.026 0.329
H -3.2294 -5.0508 5.1059 -0.189 0.113 0.247 0.231
C 4.0619 -7.3323 2.4915 -0.474 -0.592 0.239 -1.661
C 2.6128 -6.9701 2.2208 0.172 0.580 0.503 1.390
C 2.1423 -5.6578 2.8493 -0.134 -0.352 -0.374 -0.580
O 2.4758 -6.8334 0.8038 -0.116 0.020 0.058 -0.425
H 4.2281 -8.3649 2.1758 0.125 0.148 -0.300 0.363
H 4.2521 -7.3408 3.5669 0.128 0.368 -0.028 0.415
H 4.7223 -6.6606 1.9471 0.135 0.044 0.139 0.321
H 1.9602 -7.7443 2.6417 0.042 -0.247 -0.392 -0.283
H 1.1156 -5.5582 2.4905 -0.056 0.364 0.254 -0.287
H 2.7197 -4.8132 2.4724 0.033 0.035 0.101 0.248
H 2.1356 -5.6682 3.9394 0.095 -0.058 0.000 0.377
H 1.6015 -7.1500 0.5483 -0.156 0.653 0.323 -0.049
C -2.9974 -2.3945 2.3357 0.090 -0.266 -0.960 -1.458
C -3.9679 -3.4743 2.7763 -0.259 0.346 1.099 0.558
C -3.5865 -4.8702 2.3758 0.547 -0.334 0.108 -0.258
O -4.0203 -3.4685 4.2403 0.025 -0.010 -0.520 -0.583
H -2.0428 -2.4617 2.8562 -0.155 0.027 0.325 0.299
H -3.4424 -1.4046 2.4281 0.155 0.076 0.226 0.432
H -2.7395 -2.5316 1.2775 -0.188 0.042 0.016 0.284
H -4.9867 -3.2178 2.4686 0.085 -0.146 -0.431 0.449
H -4.2123 -5.6218 2.8576 -0.204 0.110 -0.092 0.441
H -2.5626 -5.0721 2.7080 -0.013 0.046 -0.045 -0.476
H -3.5862 -5.0389 1.3020 -0.095 0.113 -0.028 0.019
H -4.6899 -2.8307 4.4979 0.067 -0.013 0.192 0.281
C -3.2861 -10.9324 3.5210 -0.554 -0.171 -0.396 -1.200
C -4.0942 -11.7784 2.5342 -0.448 0.239 0.380 0.557
C -5.5465 -11.9285 3.0200 0.145 0.019 -0.069 -1.261
O -4.1193 -11.1524 1.2451 0.018 -0.440 0.240 -0.468
H -3.1857 -11.5160 4.4360 0.352 0.213 0.097 0.442
H -3.8558 -10.0244 3.7359 -0.010 0.004 0.083 0.323
H -2.3298 -10.6088 3.1119 0.182 -0.317 0.187 0.218
H -3.7044 -12.7993 2.4568 0.432 0.173 -0.146 0.324
H -5.6164 -11.7074 4.0854 0.005 -0.044 0.018 0.353
H -5.9183 -12.9407 2.8626 -0.085 0.042 -0.095 0.339
H -6.1970 -11.2285 2.4967 -0.022 -0.009 0.010 0.293
H -3.2168 -10.8686 1.0497 -0.060 0.157 -0.116 0.135